Formula: C23H35BrF3Li2N7NaO15PS2V
Source: OMol25
Level of theory: ωB97M-V/def2-TZVPD

Last column: Löwdin charge in e.
CARTESIAN COORDINATES (ANGSTROEM)
C 0.93709 4.20734 1.06427  -0.01
O 3.65979 6.69712 -3.20663  -0.05
P 2.53996 -1.71514 -3.82949  -0.08
H 0.28494 4.97836 1.66013  0.05
O 6.43045 3.96920 -0.08352  0.05
C 2.51401 3.83361 1.36666  -0.05
N -2.51784 -1.20426 -0.12911  0.05
H -0.20465 -5.71475 0.72249  0.09
O 5.85078 9.85726 1.35629  -0.36
H -1.54976 -3.65304 2.51909  0.14
H 2.45204 4.45764 -2.61650  0.08
O 3.91044 -1.33909 -4.41643  -0.15
H -5.26888 -9.18276 0.15433  0.11
H -7.52497 -6.37619 2.15319  0.12
O 2.35386 -3.23984 -3.89698  -0.18
O 7.94821 12.15861 1.82850  -0.33
H -3.52854 0.75220 -1.22472  0.16
O -3.26189 -8.07565 -1.25958  -0.27
H 5.80795 6.02661 2.03688  0.13
H -5.04546 -8.18537 -2.55576  0.10
C -2.17598 -5.84010 -0.42074  -0.16
H -1.64511 -6.12444 1.87194  0.09
N -0.31075 -0.78230 -0.84896  0.14
O -1.51901 -5.77455 4.46595  -0.73
N -1.14791 0.19633 -1.36075  -0.09
H -4.98113 -6.78295 -1.21393  0.09
C -6.08165 -8.99700 0.85042  -0.11
H 1.98422 5.68767 -1.42709  0.08
C -1.31941 -5.43930 0.95470  -0.18
C 3.40740 2.75048 0.49382  -0.04
H -2.65817 -3.59191 0.99182  0.13
N 6.51411 4.28705 1.10853  -0.41
H 4.54378 2.53931 0.77497  0.07
H 1.14205 5.83373 -5.08833  0.08
Li -12.14733 -8.98215 3.86007  0.25
H -8.89242 -8.13891 3.27726  0.04
H -0.89735 3.73232 -0.48295  0.09
H 1.66501 7.34111 -3.28263  0.13
S 5.10919 10.59594 2.37081  0.51
C 1.06615 2.39163 -1.18481  -0.17
N 5.90549 11.56975 3.31418  -0.30
C -7.33954 -7.43052 1.96797  -0.11
O 5.99056 13.67111 1.80204  -0.31
C 0.24001 3.46803 -0.23473  -0.01
C 2.36958 6.50885 -3.42227  -0.61
H -1.45287 -6.01073 -1.33963  0.13
Na 6.92693 7.44955 -1.14113  0.86
O 6.48798 3.51052 2.07040  0.07
H 2.76833 5.14322 -5.10739  0.09
N -6.33542 -7.69443 1.10394  0.09
C -1.54807 -3.84317 1.34509  -0.19
H -3.87909 -6.71547 -2.82867  0.11
C -0.89078 1.39211 -2.26113  -0.14
H 6.66741 6.29767 0.48285  0.03
H 0.83410 5.16612 -2.66243  0.08
H -3.84386 -7.13992 0.61671  0.11
O 4.09284 9.80419 3.06311  -0.30
H 7.60215 5.86407 1.95442  0.12
C -2.90226 -7.29743 -0.06092  -0.22
S 6.73278 12.62015 2.49008  0.52
O 1.42920 -1.02692 -4.63970  -0.20
F 7.36943 13.46180 3.69631  -0.21
H -1.58953 2.28472 -1.96986  0.13
H -6.54216 -11.07248 1.17788  0.12
C 2.65527 2.03232 -0.80545  0.03
F 0.61618 6.55521 2.44906  -0.61
C -1.10776 -1.77850 -0.03744  -0.23
Br 1.26030 -3.16771 0.45537  0.85
H -2.93930 -5.01239 -0.73971  0.11
C -2.61998 0.06349 -0.96221  0.07
H 0.70363 -0.73517 -1.11414  0.11
H 2.51229 6.83237 -5.58533  0.08
C -4.35756 -7.40635 -1.98366  -0.14
O 2.46664 -1.25468 -2.36431  -0.30
C -8.09871 -8.40869 2.58987  -0.11
H -8.38928 -10.53532 2.77427  0.02
C 6.65947 5.73493 1.41879  0.07
H -1.24203 1.05356 -3.35114  0.17
O 0.53602 1.72339 -2.38237  -0.13
H 3.01557 4.39832 2.28123  0.09
F 4.19727 11.56834 1.49480  -0.19
H -2.09588 -7.92081 0.55594  0.14
O -1.30623 -9.24059 5.00072  -0.75
C 1.89143 5.39189 -2.47978  -0.04
H 3.28066 1.27040 -1.48024  0.10
Li -9.73180 -10.15698 3.32010  0.24
N -0.62405 -2.90129 0.59556  -0.46
C 2.19630 6.05256 -4.88059  -0.06
V -1.41262 -7.50752 4.73333  0.85
C -6.78756 -10.04463 1.41989  -0.04
C -7.81468 -9.74080 2.30714  -0.15

Forces on atoms 1 to 3 (eV/Å):
C 2.309 -3.546 -3.326
O 0.475 0.572 0.571
P -0.281 0.174 0.431

DFT total energy ... -205194.1918 eV
HOMO energy ... -4.8284 eV
Total charge ... -1
Frontier orbital gap ... 0.7 eV
Lowest unoccupied orbital energy ... -4.08 eV
2S+1 ... 1

=====

Formula: C23H35Cl24NO5S
Source: OMol25
Level of theory: ωB97M-V/def2-TZVPD

Last column: Löwdin charge in e.
CARTESIAN COORDINATES (ANGSTROEM)
C -5.19663 -2.01784 0.88806  -0.09
Cl -3.32626 -11.13340 4.61324  0.49
Cl 4.04249 2.67517 -9.44243  0.50
H 0.23063 1.25691 1.49802  0.10
Cl 5.28394 6.41247 7.10682  0.50
C -6.09884 -3.76876 2.16804  -0.34
H 11.21132 0.71643 -5.29200  0.03
C 10.38787 1.31381 -4.91721  -1.04
Cl 3.44894 -0.49740 1.73281  0.49
Cl 11.50797 4.09086 -5.87889  0.54
Cl 5.86047 3.39341 -5.38541  0.54
H -3.24982 -4.36311 2.32383  0.13
H 3.06152 5.71048 7.43225  0.02
Cl -11.35571 0.91621 1.07510  0.49
Cl -1.06462 0.25774 -3.11071  0.60
C 2.42827 3.39401 -9.38616  -1.01
C -0.66685 -0.44975 0.57854  -0.19
H 6.68954 1.45278 -4.34724  -0.04
H 7.30989 2.93092 -3.58824  0.02
C -4.85031 -3.13606 1.62126  -0.09
H -2.78735 1.36098 3.78209  0.10
O 0.27933 0.32669 3.88046  -0.28
H -0.73441 2.85608 6.82387  0.03
H 2.44449 4.33206 -9.92920  0.02
C 2.45252 2.13772 -4.64329  -1.06
H -1.72391 -0.90693 -1.32335  0.02
H -5.66270 -10.91528 4.51581  -0.05
S -0.99859 0.31059 3.24752  0.60
C -4.97951 -11.50146 5.11921  -1.04
C -1.90959 1.80391 -3.19184  -0.95
C 6.43458 2.44537 -4.00550  -1.01
H 4.67781 0.60282 3.40978  0.02
C -6.70516 -1.88378 0.95877  -0.37
H 0.14083 -0.21807 -0.12688  0.11
Cl 5.19920 2.31430 -2.74122  0.55
H 10.11300 2.06498 -5.64277  -0.04
H 3.87770 4.78485 6.15349  0.02
H -7.78343 -2.62957 2.41095  0.16
H 3.27955 2.73463 -5.00753  -0.05
Cl 8.99281 0.25657 -4.64898  0.55
H 2.99162 0.30070 3.89626  0.01
Cl -5.98090 -7.85642 0.10843  0.51
Cl 10.89053 2.10767 -3.42112  0.49
C 3.86685 -0.11670 3.40883  -1.03
C -1.94789 -0.63128 -0.28412  -0.21
C -2.95773 -1.55735 0.39556  -0.18
Cl 1.91432 3.70601 -7.72510  0.50
C 3.72431 5.77118 6.57643  -1.06
H 13.20521 5.66704 -6.29463  0.03
O -6.23035 -4.74352 2.86783  0.11
H -2.42629 0.36286 -0.31020  0.00
Cl 1.13068 3.22285 -4.17354  0.54
N -7.20004 -2.99883 1.66118  0.17
Cl -5.24196 -11.10684 6.82238  0.50
H -5.16197 -12.56021 4.97401  0.03
Cl 14.15662 4.27298 -4.65723  0.51
H -4.61939 -0.35052 -0.31803  0.13
Cl 2.97573 6.80333 5.35208  0.48
H -6.16594 -7.07112 2.31864  0.00
Cl -2.33254 4.58506 6.87397  0.51
H 12.45322 5.89367 -4.69964  0.03
H -9.87954 0.15239 -0.59100  0.02
Cl -6.49714 -9.39310 2.54060  0.54
Cl 4.38126 -1.55624 4.29336  0.51
C -5.73306 -7.95057 1.85560  -1.01
H 2.75968 1.56724 -3.77693  -0.01
O -1.84579 1.46194 3.99511  -0.17
Cl -2.74173 2.15135 -1.66718  0.59
H -1.18395 2.58558 -3.39018  -0.05
H -1.57036 -2.97191 1.19870  0.12
C -0.74931 0.77074 1.53196  -0.20
O -7.30524 -0.94264 0.49153  0.11
C -10.16434 1.12769 -0.21438  -1.04
C -3.53032 -3.48935 1.74490  0.02
C -1.00296 3.66562 6.15468  -1.02
C 12.83212 5.16637 -5.40865  -1.00
C -2.61421 -2.68484 1.11259  -0.03
H -9.29706 1.63480 0.19138  0.02
H -0.37712 -1.34423 1.13094  0.10
Cl 1.95095 1.02209 -5.91412  0.49
H -4.66842 -7.99102 2.05664  0.03
O -1.66677 -0.94110 3.41556  -0.26
Cl 0.41938 4.68454 5.88863  0.51
H 1.72456 2.70897 -9.84544  0.03
C -4.29987 -1.21375 0.25730  0.05
H -2.64301 1.76458 -3.98924  0.04
H -1.32795 3.26740 5.20483  -0.01
Cl -10.81617 2.08921 -1.54863  0.49
H -1.45871 1.52637 1.17837  0.10

Forces on atoms 1 to 3 (eV/Å):
C -1.916 -0.658 0.371
Cl -0.014 -0.010 -0.079
Cl 0.002 -0.004 -0.055

DFT total energy ... -347519.6350 eV
HOMO energy ... -9.9584 eV
Total charge ... 0
Frontier orbital gap ... 9.5 eV
Lowest unoccupied orbital energy ... -0.49 eV
2S+1 ... 1

=====

Formula: C23H35ClN6O4
Source: OMol25
Level of theory: ωB97M-V/def2-TZVPD

Last column: Löwdin charge in e.
CARTESIAN COORDINATES (ANGSTROEM)
C 2.68383 7.87801 -1.05652  -0.07
C 0.69839 -1.86540 -1.40036  -0.52
H -4.61864 -0.84459 1.37119  0.09
N -2.31854 6.69157 -0.30352  0.08
H 5.15789 -3.47357 1.63726  0.07
N 6.35231 -1.75417 1.35173  0.00
N -2.48512 0.89285 1.11259  0.02
C -4.38097 -6.70610 1.00003  -0.08
C -3.24519 5.68092 -0.25512  -0.61
C 1.50925 6.80956 -0.97204  -0.17
H 4.17251 -2.41901 -0.21882  0.08
N -3.89072 -5.59309 0.21273  0.01
H -4.25391 -5.47014 -0.72132  0.14
H 2.16917 -3.19583 -1.58920  0.13
C -1.05068 6.17294 -0.61253  -0.18
C -3.79157 -1.15240 0.72655  -0.01
H 1.14532 -4.13451 -3.62611  0.08
Cl -4.94245 6.16318 0.18280  0.56
C -2.36519 -4.73740 1.93868  -0.01
C 0.70221 4.31182 -1.14260  0.05
H -1.83005 -5.68192 2.05461  0.09
H -0.98593 -0.56840 -1.31648  0.06
H -1.40101 -2.28480 -1.38269  0.06
H 0.96915 3.22521 -1.33188  0.13
C -2.98039 4.22416 -0.53305  -0.09
H -2.02063 1.68506 0.69154  0.11
H -3.92503 -6.74408 1.98598  0.07
H 5.38486 3.97302 -0.89536  0.06
H 6.89729 -3.75152 1.38898  0.08
O -2.66963 -3.77012 -0.22791  0.01
O 1.38793 -1.13126 -0.70089  0.02
O -2.98415 0.30797 -0.98979  0.01
N 1.21449 -3.03384 -1.87360  0.01
C -0.74349 4.72757 -0.85960  -0.19
H 2.22196 8.88645 -1.32052  0.08
H -0.81887 -1.43404 -2.84843  0.10
H -3.84399 3.49571 -0.48852  0.11
H -3.00500 -0.11581 2.89575  0.07
H -0.12567 8.27927 -0.52938  0.11
N -1.70348 3.70768 -0.84928  0.10
H -4.19795 -1.71743 -0.11003  0.08
C -2.97481 -4.65160 0.56399  -0.54
C 0.56711 -4.02601 -2.70558  -0.08
C 4.09421 -1.52211 0.39997  -0.02
C -3.06414 0.06034 0.20600  -0.55
C -0.72004 -1.52209 -1.76415  0.00
C 0.10482 7.18038 -0.69738  0.03
O 5.79827 0.15693 0.32434  0.02
C 4.36375 4.36538 -1.15157  0.10
H -5.46310 -6.60418 1.10420  0.08
H -3.14189 -4.64716 2.70103  0.09
H -2.93618 1.65982 2.98215  0.08
H 3.31076 7.91429 -0.12135  0.09
C 3.24723 4.79535 -1.42643  -0.09
H -1.65611 -3.92079 2.07011  0.08
H -1.43256 0.71622 2.88631  0.08
H 3.36608 7.59849 -1.92603  0.08
C -2.47190 0.76809 2.55478  -0.08
H 7.24824 -1.31387 1.50147  0.14
H 3.50625 -0.78387 -0.13814  0.06
H 3.58413 -1.75239 1.33750  0.09
C 1.79741 5.30568 -1.17763  -0.14
H 0.56857 -4.97863 -2.17084  0.08
C 5.46638 -0.96518 0.67945  -0.55
H -4.16154 -7.63114 0.46287  0.08
H 6.31426 -3.09022 2.93332  0.08
C 6.15486 -3.09791 1.85263  -0.09
H -0.45544 -3.75109 -2.95089  0.08
H -3.10285 -1.79626 1.27504  0.07

Forces on atoms 1 to 3 (eV/Å):
C -0.918 -0.562 -0.921
C 0.053 0.272 0.132
H 0.086 -0.053 0.112

DFT total energy ... -54068.4848 eV
HOMO energy ... -8.5005 eV
SMILES string ... C#Cc1cc2ncc(Cl)nc2cc1C.CNC(C)=O.CNC(C)=O.CNC(C)=O.CNC(C)=O
Total charge ... 0
Frontier orbital gap ... 7.8 eV
Lowest unoccupied orbital energy ... -0.69 eV
2S+1 ... 1